Record 1
121
Properties=species:S:1:pos:R:3 method="wB97M-V/def2-TZVPD" homo_energy_ev=-10.538 total_energy_ev=-115464.6058 fmax_ev_per_a=0.52 charge=+1 de_lowest_kj_mol=2.5
In 0.459 -0.169 -0.281
O 0.141 0.356 2.127
S -1.124 -0.423 2.430
C -0.634 -1.748 3.475
C -0.035 -1.519 4.698
C 0.348 -2.567 5.550
C 0.086 -3.850 5.146
C 0.332 -5.174 5.821
C -0.236 -6.236 4.842
C -0.643 -5.453 3.621
C -1.118 -5.834 2.400
C -1.320 -4.836 1.421
C -1.144 -3.483 1.639
P -1.129 -2.383 0.165
C -2.890 -2.003 -0.128
C -3.761 -1.926 0.961
C -5.099 -1.615 0.778
C -5.597 -1.415 -0.502
C -4.745 -1.511 -1.591
C -3.397 -1.777 -1.406
C -0.622 -3.475 -1.192
C -1.507 -4.261 -1.931
C -1.033 -5.085 -2.938
C 0.327 -5.139 -3.212
C 1.212 -4.364 -2.481
C 0.738 -3.533 -1.479
C -0.780 -3.064 2.956
C -0.469 -4.078 3.875
C -2.223 0.590 3.377
C -2.621 0.215 4.640
C -3.598 0.905 5.380
C -4.199 1.972 4.787
C -5.277 2.888 5.299
C -5.564 3.855 4.126
C -4.621 3.420 3.038
C -4.446 3.888 1.771
C -3.451 3.285 0.986
C -2.629 2.242 1.388
P -1.263 1.936 0.157
C -0.194 3.375 0.511
C -0.572 4.672 0.156
C 0.236 5.751 0.468
C 1.428 5.551 1.155
C 1.806 4.270 1.518
C 1.004 3.184 1.194
C -2.079 2.273 -1.429
C -3.289 1.636 -1.688
C -3.879 1.735 -2.935
C -3.261 2.464 -3.943
C -2.055 3.098 -3.693
C -1.465 3.006 -2.439
C -2.835 1.703 2.701
C -3.831 2.339 3.474
H 0.137 -0.496 5.008
H 0.819 -2.348 6.499
H 1.402 -5.317 5.982
H -0.142 -5.216 6.802
H 0.499 -7.002 4.599
H -1.100 -6.749 5.269
H -1.282 -6.872 2.143
H -1.585 -5.175 0.428
H -3.412 -2.147 1.963
H -5.756 -1.556 1.636
H -6.646 -1.195 -0.650
H -5.124 -1.365 -2.594
H -2.740 -1.804 -2.263
H -2.568 -4.236 -1.719
H -1.727 -5.687 -3.510
H 0.694 -5.781 -4.002
H 2.271 -4.391 -2.700
H 1.442 -2.919 -0.930
H -2.193 -0.669 5.082
H -3.859 0.569 6.375
H -6.164 2.321 5.585
H -4.939 3.415 6.192
H -6.600 3.792 3.792
H -5.382 4.895 4.400
H -5.030 4.701 1.363
H -3.324 3.686 -0.009
H -1.493 4.847 -0.382
H -0.064 6.748 0.175
H 2.058 6.395 1.403
H 2.734 4.109 2.051
H 1.313 2.190 1.488
H -3.778 1.058 -0.914
H -4.824 1.243 -3.122
H -3.723 2.541 -4.919
H -1.567 3.669 -4.471
H -0.523 3.507 -2.263
O 1.091 -0.895 -3.206
C -0.106 -0.709 -3.097
O -0.727 -0.341 -2.013
H -0.783 -0.796 -3.969
C 4.438 0.465 -2.682
Si 3.370 1.175 -1.314
C 2.080 2.301 -2.096
C 4.429 2.268 -0.209
C 2.579 -0.283 -0.378
Si 3.507 -1.090 1.049
C 2.451 -2.374 1.935
C 4.996 -1.977 0.316
C 4.068 0.114 2.377
H 4.932 1.255 -3.251
H 3.825 -0.118 -3.372
H 5.215 -0.190 -2.285
H 2.528 2.789 -2.966
H 1.776 3.091 -1.405
H 1.188 1.794 -2.466
H 4.617 3.214 -0.723
H 5.399 1.812 0.002
H 3.953 2.500 0.744
H 2.639 -1.041 -1.176
H 1.946 -3.075 1.264
H 1.694 -1.880 2.543
H 3.080 -2.968 2.602
H 4.679 -2.851 -0.259
H 5.678 -2.327 1.093
H 5.563 -1.334 -0.357
H 3.242 0.729 2.743
H 4.862 0.781 2.045
H 4.449 -0.458 3.227


Record 2
124
Properties=species:S:1:pos:R:3 method="wB97M-V/def2-TZVPD" homo_energy_ev=-6.852 total_energy_ev=-211424.3459 fmax_ev_per_a=1.59 de_lowest_kj_mol=34.3
Pd 0.025 -0.855 0.227
C 0.926 -2.836 3.188
Si 0.807 -2.701 1.358
C 2.562 -2.972 0.678
C 3.222 -4.196 0.844
C 4.507 -4.393 0.357
C 5.160 -3.364 -0.315
C 4.525 -2.142 -0.487
C 3.242 -1.948 0.027
P 2.354 -0.349 -0.003
C 3.171 0.612 -1.313
C 4.119 1.609 -1.115
C 4.661 2.284 -2.205
C 4.248 1.981 -3.496
C 3.284 1.002 -3.702
C 2.745 0.328 -2.615
C 3.005 0.369 1.590
C 4.362 0.298 1.935
C 4.822 0.812 3.139
C 3.928 1.398 4.033
C 2.580 1.449 3.717
C 2.132 0.939 2.502
C -0.133 -4.187 0.685
C -0.136 -5.407 1.376
C -0.722 -6.541 0.833
C -1.320 -6.480 -0.422
C -1.337 -5.279 -1.116
C -0.763 -4.131 -0.564
P -0.760 -2.517 -1.448
C 0.105 -2.981 -3.004
C -0.511 -3.300 -4.213
C 0.249 -3.707 -5.306
C 1.629 -3.811 -5.202
C 2.253 -3.502 -4.000
C 1.495 -3.087 -2.914
C -2.502 -2.279 -1.960
C -3.578 -2.883 -1.314
C -4.885 -2.540 -1.647
C -5.133 -1.593 -2.630
C -4.067 -0.977 -3.274
C -2.765 -1.309 -2.929
H 1.610 -3.662 3.420
H -0.049 -3.031 3.647
H 1.336 -1.919 3.622
H 2.707 -5.025 1.322
H 4.995 -5.352 0.485
H 6.163 -3.512 -0.696
H 5.031 -1.342 -1.019
H 4.439 1.870 -0.117
H 5.409 3.050 -2.041
H 4.667 2.519 -4.339
H 2.943 0.772 -4.704
H 1.982 -0.427 -2.777
H 5.063 -0.198 1.273
H 5.873 0.738 3.391
H 4.281 1.794 4.976
H 1.867 1.873 4.420
H 1.087 0.954 2.270
H 0.329 -5.474 2.357
H -0.708 -7.476 1.383
H -1.776 -7.363 -0.853
H -1.810 -5.229 -2.092
H -1.588 -3.232 -4.308
H -0.243 -3.950 -6.241
H 2.217 -4.135 -6.053
H 3.331 -3.584 -3.906
H 1.987 -2.849 -1.978
H -3.400 -3.610 -0.532
H -5.712 -3.010 -1.125
H -6.152 -1.325 -2.885
H -4.249 -0.229 -4.037
H -1.940 -0.800 -3.416
C -4.684 -2.729 3.240
S -4.857 -0.935 3.411
C -3.223 -0.494 3.846
C -2.139 -0.590 3.038
S -2.109 -1.164 1.400
S -0.676 0.010 3.757
C -1.297 0.580 5.261
S -0.375 1.355 6.386
S -2.965 0.224 5.423
H -5.656 -3.108 2.917
H -4.418 -3.177 4.196
H -3.932 -2.955 2.484
C -3.242 4.516 -1.442
C -4.398 3.586 -1.062
C -4.475 3.244 0.430
C -3.473 2.194 0.903
N -2.105 2.718 1.029
C -1.059 2.451 0.218
Se -1.088 1.231 -1.196
N -0.048 3.261 0.598
C 1.264 3.377 -0.031
C 1.441 4.684 -0.791
C 0.600 4.779 -2.059
C 1.014 3.756 -3.118
C -0.421 3.985 1.732
C 0.283 4.871 2.535
C -0.382 5.373 3.643
C -1.700 4.995 3.939
C -2.398 4.117 3.125
C -1.725 3.629 2.012
H -3.331 4.853 -2.477
H -2.277 4.014 -1.351
H -3.227 5.403 -0.801
H -4.320 2.656 -1.634
H -5.340 4.058 -1.350
H -5.464 2.844 0.663
H -4.359 4.162 1.018
H -3.431 1.356 0.218
H -3.758 1.809 1.879
H 1.372 2.524 -0.692
H 2.008 3.297 0.760
H 2.501 4.764 -1.053
H 1.209 5.519 -0.123
H 0.702 5.789 -2.463
H -0.459 4.652 -1.808
H 2.102 3.745 -3.243
H 0.567 3.992 -4.087
H 0.695 2.745 -2.846
H 1.311 5.137 2.327
H 0.135 6.058 4.304
H -2.179 5.385 4.828
H -3.408 3.806 3.364